Record 1
40
Properties=species:S:1:pos:R:3:forces:R:3 method="wB97M-V/def2-TZVPD" lumo_energy_ha=0.02037 e_above_lowest_kcal_mol=2.87 homo_ev=-8.33 total_energy_ha=-2618.94973
I -3.278 -1.674 7.601 0.00 0.00 -0.01
Co -0.939 -0.320 -0.690 0.32 -0.40 0.25
O -1.346 0.222 1.084 -0.12 0.12 0.17
O -1.500 -1.934 0.768 0.04 0.15 -0.13
O 1.036 -0.608 -0.236 -0.12 -0.08 -0.01
N 2.852 0.557 0.364 0.02 0.00 0.01
C -2.723 -1.431 5.603 -0.01 0.00 0.01
C -2.114 -2.382 3.495 -0.01 -0.02 0.02
C -0.399 1.472 -1.119 -0.04 -0.05 -0.19
C -1.293 -3.638 -2.556 -0.01 0.01 0.04
C -2.234 0.006 3.753 0.01 -0.05 0.03
C -2.480 -2.551 4.821 0.01 0.00 -0.01
C 1.570 0.487 -0.026 0.12 0.06 0.03
C 0.781 1.750 -0.189 -0.01 0.04 -0.05
C -0.168 -3.254 -3.299 0.06 -0.01 -0.05
C -2.607 -0.152 5.079 0.00 0.02 0.01
C -0.832 -0.956 -3.063 -0.04 0.08 0.03
C 0.054 -1.924 -3.557 -0.04 -0.05 0.02
C -1.588 -0.952 1.532 -0.05 -0.06 -0.21
C -1.967 -1.319 -2.316 -0.03 0.17 0.14
C -2.161 -2.698 -2.063 -0.05 0.00 -0.01
C -2.653 -0.267 -1.559 -0.10 -0.06 -0.15
C -1.987 -1.107 2.960 0.03 -0.02 0.00
H -3.518 -0.575 -0.974 0.07 -0.05 -0.04
H 0.415 2.003 0.808 -0.02 0.00 0.04
H -1.469 -4.685 -2.349 0.01 -0.01 -0.02
H 0.906 -1.613 -4.149 0.01 0.00 0.00
H 0.516 -4.005 -3.672 0.00 0.00 0.00
H -0.089 1.552 -2.164 0.01 0.13 0.05
H -2.814 0.665 -2.093 -0.03 0.01 0.03
H -2.805 0.712 5.698 0.00 0.00 0.00
H 3.355 -0.295 0.544 0.00 0.00 0.00
H 1.431 2.568 -0.516 -0.01 0.01 0.00
H 3.283 1.438 0.572 0.00 0.00 0.00
H -3.003 -3.003 -1.458 -0.03 0.02 0.03
H -2.136 0.991 3.322 0.01 0.06 -0.02
H -0.701 0.078 -3.351 0.00 -0.04 0.00
H -1.210 2.174 -0.933 -0.01 0.03 -0.02
H -2.575 -3.543 5.241 0.00 0.00 0.00
H -1.922 -3.237 2.859 0.00 0.01 0.00

---

Record 2
47
Properties=species:S:1:pos:R:3:forces:R:3 method="wB97M-V/def2-TZVPD" lumo_energy_ha="-0.32108 / -0.44331" s2=6.037 e_above_lowest_kcal_mol=0.00 total_charge=+2 homo_ev="-12.49 / -15.96" total_energy_ha=-1859.99971 multiplicity=5
Pt -1.554 -0.283 -2.530 1.63 -0.34 1.52
F 3.054 -0.410 5.987 -1.11 -0.56 0.05
F -1.608 -0.036 4.730 0.90 -0.90 0.56
F -0.753 -2.037 4.585 0.17 0.83 0.70
F 0.337 1.341 7.001 0.34 -0.33 -1.29
F 1.966 1.755 5.578 -1.04 -0.38 0.34
F 1.547 -1.071 7.431 0.07 0.07 -1.56
F -0.083 1.929 4.924 0.48 -0.50 0.82
F 2.010 -2.279 5.646 -0.40 0.65 0.18
F -1.121 -1.123 6.582 0.69 0.21 -1.71
O 1.283 -0.105 3.943 -0.57 -0.30 -0.03
N -0.160 -1.543 -3.280 0.54 -2.31 1.26
N -0.120 0.911 -3.188 1.89 2.56 0.98
C 0.743 1.190 5.718 0.04 2.00 0.49
C 0.877 -3.231 -5.124 0.04 0.18 -0.43
C 0.583 0.433 -4.258 -0.71 0.90 0.11
C -0.710 -0.883 5.307 -0.22 -0.11 0.18
C 1.847 -1.013 6.104 0.92 -0.81 1.04
C -0.907 0.688 1.423 0.23 -1.70 -2.13
C 0.531 -0.993 -4.324 -0.61 -1.40 -0.24
C -3.400 0.013 -2.279 -3.16 -0.19 -0.04
C -0.147 -2.867 -2.957 0.34 1.44 -1.46
C 0.775 -0.274 5.244 -0.08 0.43 -0.02
C 1.228 2.700 -4.766 -0.13 -0.61 0.02
C 0.058 2.173 -2.716 -0.28 -1.21 -0.92
C -1.027 2.019 1.881 0.27 1.60 2.33
C 1.203 1.347 -5.105 0.46 0.10 -0.40
C 1.010 -1.860 -5.314 0.14 0.15 0.07
C 0.708 3.103 -3.521 0.24 0.16 -0.06
C 0.366 -3.743 -3.921 0.04 0.09 0.20
H 1.665 0.940 -5.999 0.12 0.43 0.00
H -3.631 -0.153 -1.222 -0.06 0.12 0.00
H 0.322 -4.808 -3.728 0.09 -0.03 -0.13
H -2.075 2.280 2.068 0.30 0.34 -0.32
H -0.570 -3.174 -1.996 0.01 0.14 -0.50
H -1.812 0.150 1.203 -0.04 -0.52 0.05
H 1.432 -1.398 -6.197 0.19 -0.43 -0.13
H -0.366 2.358 -1.729 0.01 0.25 -0.32
H -3.804 -0.757 -2.938 -0.69 0.01 0.12
H -3.660 0.995 -2.670 -0.15 0.20 0.07
H 1.668 3.431 -5.438 0.01 -0.14 0.11
H 1.158 -3.909 -5.933 0.05 0.16 0.36
H 0.056 0.225 1.221 -0.19 0.01 0.13
H 0.811 4.134 -3.187 -0.04 -0.22 -0.07
H -0.588 1.897 2.906 -0.21 0.77 -0.39
H 1.290 -0.904 3.403 -0.14 -0.28 0.49
H -0.431 2.844 1.434 -0.41 -0.53 -0.03

---

Record 3
48
Properties=species:S:1:pos:R:3:forces:R:3 method="wB97M-V/def2-TZVPD" lumo_energy_ha="-0.17444 / -0.12388" s2=6.084 e_above_lowest_kcal_mol=0.00 total_charge=+1 homo_ev="-10.76 / -10.76" total_energy_ha=-3168.55130 multiplicity=5
I -8.012 -1.115 -0.779 0.07 0.01 0.04
Mn 0.179 0.888 1.738 0.25 -0.60 0.55
S 0.854 -1.083 2.873 -0.03 0.01 -0.12
O -2.398 -0.431 3.438 -0.01 0.03 0.08
O 2.196 1.570 2.154 -0.34 -0.10 -0.01
O -1.563 0.354 1.525 0.18 0.10 -0.44
N 4.037 0.200 -0.474 -0.01 -0.06 0.07
N -0.517 -2.176 4.941 -0.04 -0.01 0.01
N 0.493 4.780 0.309 -0.48 0.51 -0.04
N 2.497 5.824 -0.678 0.11 0.05 -0.06
N -0.165 -0.077 5.233 0.15 -0.09 0.08
N 1.921 0.426 0.246 -0.06 -0.16 0.11
N 2.313 -0.782 -1.724 -0.01 0.00 0.06
N -0.169 2.613 1.135 -0.13 0.67 -0.22
C -3.975 0.080 0.218 0.03 -0.04 0.02
C -3.797 -0.394 1.514 0.03 0.04 -0.03
C 0.224 1.299 4.991 0.00 0.12 -0.11
C -6.031 -1.287 1.499 0.02 0.00 0.01
C 2.753 -0.081 -0.691 0.02 0.08 -0.08
C 0.206 3.659 0.720 0.22 -0.40 0.09
C 0.016 -1.087 4.374 -0.05 0.04 0.05
C 2.697 1.054 1.146 0.04 -0.02 -0.08
C -0.853 -0.535 6.340 -0.07 -0.03 -0.05
C -5.177 -0.124 -0.440 0.02 0.00 0.03
C -2.526 -0.167 2.259 0.03 -0.05 0.13
C -1.074 -1.853 6.160 0.00 0.05 -0.03
C -6.198 -0.808 0.206 -0.11 -0.02 -0.06
C 5.155 -0.225 -1.298 0.01 0.02 -0.06
C 4.147 0.989 0.745 -0.02 0.15 -0.04
C -4.830 -1.073 2.152 0.02 -0.01 0.00
C 1.568 5.321 -0.214 0.18 -0.23 0.03
H -4.680 -1.429 3.162 -0.01 0.01 0.01
H 1.260 1.344 4.656 -0.06 -0.02 0.01
H 2.932 -1.129 -2.436 0.00 0.00 -0.02
H -1.569 -2.574 6.782 -0.01 -0.03 0.01
H -0.597 -3.061 4.467 0.06 0.02 0.01
H 6.078 0.035 -0.787 0.00 -0.01 -0.01
H -5.321 0.249 -1.444 0.00 0.00 0.00
H -1.128 0.116 7.148 0.00 0.03 0.02
H 5.140 -1.307 -1.439 0.01 0.00 0.01
H 1.323 -0.933 -1.822 0.01 0.00 -0.02
H 5.147 0.276 -2.267 0.00 0.01 0.01
H 4.757 0.504 1.508 -0.03 -0.03 -0.01
H -6.833 -1.818 1.991 -0.01 0.00 0.01
H 4.542 1.990 0.552 0.00 -0.01 0.01
H 0.116 1.861 5.915 0.03 -0.02 0.00
H -0.439 1.752 4.245 0.01 -0.05 0.06
H -3.172 0.614 -0.269 -0.01 0.02 -0.01

---

Record 4
40
Properties=species:S:1:pos:R:3:forces:R:3 method="wB97M-V/def2-TZVPD" lumo_energy_ha=0.01947 e_above_lowest_kcal_mol=58.30 smiles="COc1ccc(-c2n[nH]c(=S)n2Cc2ccccc2)cc1OC" homo_ev=-7.81 total_energy_ha=-1370.92867
S 5.220 -1.498 -0.601 0.70 -0.46 0.19
O -3.371 1.616 -0.248 0.32 0.08 0.02
O -2.641 -0.964 -1.338 0.02 0.39 0.19
N 2.846 1.209 -1.941 -0.62 0.53 -0.25
N 4.052 0.607 -1.826 -0.45 -0.63 0.62
N 2.677 -0.577 -0.663 0.62 0.41 -0.54
C -2.107 1.233 -0.562 0.19 0.07 -0.02
C 2.027 0.490 -1.238 0.32 0.23 -0.26
C -1.690 -0.009 -1.082 -0.09 -0.01 -0.03
C -2.244 -2.180 -1.922 0.04 -0.18 -0.09
C 1.973 0.326 2.024 0.01 -0.10 0.03
C 0.194 2.001 -0.566 0.06 -0.25 -0.07
C 1.397 -0.767 1.387 -0.03 -0.04 0.16
C -4.485 0.782 -0.482 -0.47 -0.19 -0.03
C -0.614 -0.417 2.657 -0.08 0.00 0.07
C 0.103 -1.138 1.718 0.18 -0.05 0.04
C 3.998 -0.493 -1.034 0.08 0.14 -0.23
C 2.172 -1.500 0.324 -0.14 -0.34 0.32
C -0.338 -0.219 -1.304 -0.01 0.12 -0.11
C 1.257 1.048 2.959 0.07 0.04 0.03
C -1.146 2.214 -0.325 -0.22 -0.19 -0.08
C -0.042 0.683 3.272 -0.07 0.04 0.07
C 0.609 0.766 -1.042 -0.40 0.20 -0.09
H -0.001 -1.161 -1.707 -0.01 -0.15 -0.02
H -4.427 -0.143 0.095 -0.02 0.08 -0.05
H -4.595 0.542 -1.541 0.00 0.02 0.09
H -1.494 3.158 0.061 -0.06 0.11 0.05
H -1.580 -2.750 -1.264 0.01 0.02 -0.03
H -0.604 1.251 3.997 -0.06 0.05 0.06
H 1.712 1.898 3.445 0.04 0.08 0.05
H -5.345 1.364 -0.151 0.05 -0.05 -0.03
H -1.623 -0.711 2.903 -0.10 -0.02 0.02
H 2.987 0.611 1.782 0.12 0.05 -0.05
H -0.349 -1.995 1.240 -0.06 -0.07 -0.11
H -3.164 -2.742 -2.071 0.10 -0.01 -0.01
H -1.756 -2.025 -2.889 0.01 0.00 0.04
H 4.867 0.976 -2.286 -0.05 -0.11 0.09
H 1.549 -2.263 -0.155 0.08 0.05 0.06
H 0.919 2.775 -0.373 0.09 0.09 0.06
H 3.055 -1.996 0.746 -0.17 0.06 -0.15

---

Record 5
42
Properties=species:S:1:pos:R:3:forces:R:3 method="wB97M-V/def2-TZVPD" lumo_energy_ha=0.01899 e_above_lowest_kcal_mol=20.57 smiles="Cc1ccc(S(=O)(=O)CCSc2n[nH]c(=O)n2-c2ccccc2)cc1" homo_ev=-8.59 total_energy_ha=-1844.38629
S -3.472 -0.449 0.688 -0.31 0.07 -0.41
S -1.041 -2.273 -0.471 0.05 -0.52 0.09
O -3.281 -1.563 1.577 0.28 -0.17 0.06
O 2.034 1.422 -1.973 0.57 0.30 0.05
O -4.656 0.349 0.856 -0.03 0.31 -0.23
N -0.921 -0.297 -2.286 -0.18 -0.52 0.05
N 0.935 -0.459 -1.084 -0.24 0.12 -0.28
N -0.051 0.694 -2.639 0.18 -0.26 0.20
C -0.313 -0.970 -1.359 -0.58 0.18 -0.60
C 1.912 -0.959 -0.197 0.38 -0.10 0.22
C -2.060 1.773 -0.040 -0.02 0.12 -0.02
C -0.990 0.370 1.594 -0.08 -0.12 0.13
C 0.087 1.240 1.629 -0.13 0.10 0.02
C 3.839 -1.922 1.551 0.05 -0.06 0.04
C 2.795 -0.079 0.419 -0.04 0.03 -0.02
C -2.052 0.644 0.757 -0.46 -0.37 -0.01
C -0.974 2.628 -0.012 -0.05 -0.10 0.04
C 2.972 -2.797 0.920 0.02 -0.01 0.07
C 1.100 0.661 -1.912 -0.15 0.28 -0.33
C 2.015 -2.324 0.040 -0.02 0.10 -0.09
C -2.710 -2.339 -1.195 0.54 0.08 -0.05
C 3.753 -0.566 1.288 -0.01 -0.02 0.00
C -3.505 -1.070 -1.043 0.08 0.41 0.82
C 1.284 3.301 0.816 0.06 0.02 -0.07
C 0.113 2.371 0.821 -0.07 -0.05 0.04
H 2.742 0.973 0.199 -0.03 0.10 -0.02
H 4.584 -2.297 2.236 0.07 -0.04 0.05
H -2.919 1.978 -0.660 -0.08 0.10 -0.12
H -0.965 3.508 -0.638 -0.02 0.11 -0.07
H 4.436 0.122 1.763 0.06 0.07 0.03
H -0.299 1.359 -3.351 0.14 -0.02 0.13
H -2.598 -2.613 -2.244 -0.15 0.00 0.03
H 3.043 -3.859 1.103 0.00 -0.10 0.02
H 1.363 -3.016 -0.467 0.01 -0.08 -0.06
H -4.555 -1.236 -1.273 -0.11 0.05 0.12
H 1.835 3.186 -0.118 0.08 0.02 -0.02
H 0.917 1.032 2.288 0.07 -0.01 0.06
H -3.106 -0.276 -1.668 -0.11 0.00 0.00
H 0.953 4.335 0.878 0.02 0.09 0.05
H -1.021 -0.520 2.205 0.05 -0.10 0.08
H -3.178 -3.154 -0.641 0.08 -0.01 -0.07
H 1.954 3.093 1.646 0.08 0.03 0.06